Entry from OMol25: C16H32AgO8S4 as an isolated structure (wB97M-V/def2-TZVPD).

Output
LUMO (alpha / beta)	0.3 / 0.3	eV
max |F|	3.14	eV/A
orbital gap (alpha / beta)	3.48 / 8.65	eV
<S²>	0.751
energy above the lowest of the compared OMol25 structures with the same formula, charge and spin	21.29	kcal per mole
HOMO (alpha / beta)	-3.2 / -8.4	eV
E	-2970.2562	a.u.

ORCA input file:
```
! RIJCOSX wB97M-V def2-TZVPD def2/J DEFGRID3
* xyz 0 2
Ag -18.846 -9.317 3.896
C -16.027 -14.025 2.245
C -17.228 -13.485 1.426
C -17.079 -11.989 1.275
S -16.146 -11.414 2.849
O -17.070 -10.821 3.857
O -15.024 -10.569 2.444
C -15.487 -13.071 3.278
H -15.302 -14.098 1.435
H -16.189 -14.966 2.770
H -18.172 -13.664 1.939
H -17.118 -14.036 0.491
H -17.923 -11.302 1.214
H -16.380 -11.805 0.460
H -15.781 -13.425 4.266
H -14.416 -12.867 3.306
C -23.692 -11.248 1.444
C -22.553 -10.752 0.516
C -21.333 -11.686 0.759
S -21.179 -11.995 2.541
O -20.214 -11.069 3.132
O -21.147 -13.402 2.823
C -22.945 -11.541 2.869
H -24.198 -12.120 1.030
H -24.492 -10.509 1.501
H -22.279 -9.734 0.795
H -22.948 -10.730 -0.499
H -20.395 -11.309 0.352
H -21.522 -12.600 0.196
H -22.839 -10.585 3.382
H -23.335 -12.247 3.602
C -14.559 -9.019 6.609
C -15.635 -9.198 7.689
C -16.449 -7.883 7.878
S -16.592 -7.169 6.197
O -16.343 -5.717 6.243
O -17.813 -7.704 5.536
C -15.150 -8.189 5.458
H -14.227 -9.994 6.253
H -13.714 -8.552 7.117
H -15.244 -9.665 8.593
H -16.286 -9.903 7.172
H -15.816 -7.183 8.424
H -17.359 -7.782 8.470
H -14.484 -7.553 4.875
H -15.653 -8.793 4.703
C -19.196 -11.687 8.813
C -18.763 -12.604 7.614
C -19.643 -12.590 6.358
S -20.679 -11.048 6.482
O -22.028 -11.332 5.944
O -19.830 -10.009 5.851
C -20.569 -11.142 8.409
H -18.456 -10.886 8.815
H -19.312 -12.211 9.762
H -18.648 -13.632 7.960
H -17.782 -12.262 7.284
H -20.234 -13.505 6.375
H -19.034 -12.517 5.457
H -21.237 -11.969 8.649
H -20.973 -10.152 8.623
*
```